64
Properties=species:S:1:pos:R:3:mulliken_charge:R:1 method="wB97M-V/def2-TZVPD" de_lowest_kj_mol=1070.8 homo_lumo_gap_ev=7.017
C 4.66 -1.65 -1.42 -0.8297
C 5.37 -0.93 -2.29 -0.2357
C 5.37 0.57 -2.38 -0.8104
C 4.05 1.24 -2.09 0.2312
C 4.01 2.29 -1.23 -0.5997
C 2.82 2.98 -0.92 -0.9444
C 1.68 2.56 -1.51 0.9145
F 0.52 3.18 -1.25 -0.3462
C 1.65 1.49 -2.42 -0.1188
N 0.46 1.14 -2.99 -0.4767
C 0.50 0.13 -3.81 0.7384
C -0.77 -0.31 -4.46 -0.8002
O -0.86 -1.70 -4.66 -0.4998
C -0.76 -2.44 -3.45 -0.5301
C -1.74 -2.00 -2.36 -0.9623
C -1.13 -1.11 -1.26 0.7991
C 1.72 -0.52 -4.12 -0.6886
N 2.87 -0.20 -3.61 -0.3848
C 2.85 0.82 -2.71 0.8036
H 4.48 -1.33 -0.41 0.2936
H 4.29 -2.62 -1.74 0.2776
H 6.02 -1.45 -2.98 0.3716
H 6.09 0.95 -1.65 0.3698
H 5.75 0.90 -3.35 0.3628
H 4.92 2.63 -0.75 0.3553
H 2.80 3.82 -0.25 0.4664
H -0.81 0.15 -5.44 0.4763
H -1.62 0.09 -3.90 0.2558
H -0.98 -3.47 -3.72 0.4284
H 0.26 -2.45 -3.05 0.2816
H -2.61 -1.52 -2.80 0.3766
H -2.10 -2.90 -1.87 0.4278
H -0.04 -1.11 -1.34 0.2440
H -1.35 -1.52 -0.28 -0.5094
H -1.51 -0.10 -1.29 -0.2295
H 1.69 -1.34 -4.83 0.5407
C -2.15 -0.43 5.97 -0.0048
C -0.88 -0.24 5.45 -0.7457
C -0.54 -0.79 4.23 -0.4744
C -1.49 -1.52 3.54 0.2094
C -2.76 -1.73 4.04 -0.7375
C -3.09 -1.18 5.27 -0.3283
N -1.14 -2.08 2.22 1.0585
O -0.01 -1.90 1.81 -0.6272
O -2.00 -2.68 1.62 -0.6567
H -2.42 0.00 6.92 0.3828
H -0.15 0.34 6.00 0.3792
H 0.45 -0.64 3.81 0.5041
H -3.48 -2.30 3.48 0.4588
H -4.08 -1.33 5.67 0.3827
C -2.80 1.56 0.17 -0.6402
C -1.81 2.38 0.71 -0.3929
C -1.59 2.38 2.08 -0.7293
C -2.36 1.56 2.88 0.3386
C -3.35 0.75 2.37 -0.2860
C -3.57 0.75 1.00 -0.5734
N -2.10 1.55 4.33 0.9947
O -1.24 2.28 4.77 -0.6737
O -2.78 0.80 5.01 -0.3596
H -2.97 1.56 -0.90 0.5160
H -1.22 3.01 0.06 0.5077
H -0.82 3.01 2.50 0.5039
H -3.93 0.12 3.02 0.5309
H -4.34 0.12 0.58 0.4137